Density functional theory data (ωB97M-V with the def2-TZVPD basis set) for a 2-piece molecular cluster, C7H14FN2 overall.

Structure (XYZ):
```
24
Properties=species:S:1:pos:R:3:forces:R:3:mulliken_charge:R:1
C -1.38671 -0.54991 0.05346 -1.81 0.28 -0.54 -0.499
H 2.86059 0.06686 -1.81045 0.01 -1.63 -1.61 0.302
H -3.82765 -1.82109 0.37165 -0.79 1.60 0.80 0.350
H -4.73218 -0.20314 -0.04185 0.14 -0.88 0.20 0.308
C -0.46303 0.58906 -0.09050 3.23 -0.68 1.18 0.661
H -2.89277 -0.64221 -1.33739 -0.01 -0.83 -1.94 0.228
H 0.67831 0.48859 0.13884 -2.28 -0.37 -0.20 -0.469
C 2.54154 -0.59833 0.76727 0.53 -1.35 0.64 0.236
H 3.46646 -2.05216 1.87362 0.05 -0.04 0.08 0.267
C 2.54283 -1.70921 1.42876 1.10 0.69 -0.06 -0.917
H 1.67805 -2.25563 1.60195 -1.44 -1.11 0.14 0.276
H -0.05722 2.51532 -0.45626 -0.31 -0.70 -0.51 0.311
N -0.73419 1.74007 -0.53079 -2.18 1.70 0.27 -0.188
C 2.67646 0.54090 0.20823 1.24 2.19 -1.57 -0.247
H -1.43876 -1.03353 1.03928 0.34 0.76 0.18 0.417
C 3.14456 0.86720 -1.22108 -2.12 0.60 2.11 -0.213
F 2.37376 1.96108 -1.63905 -0.25 0.20 -0.05 -0.303
H -0.96390 -1.32924 -0.51597 1.02 -1.14 -0.96 0.403
C -3.84546 -0.67505 0.42360 0.14 -0.91 -2.19 -0.954
H 4.14448 1.17081 -1.30356 1.47 0.11 0.05 0.314
H 2.52159 1.43867 0.78347 0.05 0.28 0.47 0.440
H -1.75095 1.97699 -0.67195 1.11 -0.34 -0.17 0.302
H -3.81574 -0.22307 1.39239 0.53 -0.14 0.72 0.354
N -2.72006 -0.26295 -0.46372 0.25 1.73 2.95 -0.380
```
Forces are in eV/Å.

The LUMO energy comes out at -0.148 hartree. The largest force on an atom is 3.50 eV/A. The molar mass is 145.201 g mol⁻¹. As for the energy relative to the best compared isomer or geometry (same formula, charge and spin): 4.683 eV. The net charge is +1. The calculation puts the HOMO-LUMO gap at 9.33 eV. The calculation puts the energy at -13173.93596 eV.

Density functional theory data (ωB97M-V with the def2-TZVPD basis set) for a 2-piece molecular cluster, C5H10O overall.

Structure (XYZ):
```
16
Properties=species:S:1:pos:R:3:forces:R:3:mulliken_charge:R:1
C 2.54937 -0.87419 -1.41660 -0.38 -0.26 -0.24 -0.732
H -1.26328 0.42823 2.67551 -0.11 0.60 -0.12 0.330
H 2.75528 1.18464 -1.99789 -0.79 -0.11 -0.55 0.305
H -0.71295 -0.67292 1.46604 -0.06 0.07 0.01 0.281
H 2.37174 -1.34356 -2.37386 0.05 0.33 -0.16 0.247
H 3.30354 1.76050 -0.24177 0.25 0.72 0.84 0.325
O 2.84147 0.97328 0.03573 -0.40 -0.42 -1.36 -0.467
C 2.58066 0.43690 -1.23980 1.45 -0.51 1.25 0.077
C -1.30081 0.24622 1.60647 -0.16 -1.37 -0.97 -0.963
C -2.68912 0.01729 1.02902 0.09 -0.51 0.74 0.013
H 2.70132 -1.57052 -0.60187 -0.21 0.24 0.23 0.248
H -3.51392 0.05632 1.72751 -0.31 0.75 -0.09 0.299
C -2.90049 -0.39994 -0.21162 0.46 -0.05 0.36 -0.699
H -2.02629 -0.78136 -0.72861 -0.12 0.44 -0.66 0.239
H -0.82021 0.96331 0.94501 0.25 0.46 0.64 0.233
H -3.87630 -0.42419 -0.67327 -0.03 -0.39 0.09 0.262
```
Forces are in eV/Å.

The LUMO energy comes out at 0.031 hartree. The largest force on an atom is 1.98 eV/A. The molar mass is 86.134 g mol⁻¹. As for the energy relative to the best compared isomer or geometry (same formula, charge and spin): 2.495 eV. The structure (SMILES) is C=CC.C=CO. The calculation puts the HOMO-LUMO gap at 10.12 eV. The calculation puts the energy at -7392.27036 eV.

Density functional theory data (ωB97M-V with the def2-TZVPD basis set) for one molecule with the formula C5H8O.

Structure (XYZ):
```
14
Properties=species:S:1:pos:R:3:forces:R:3:mulliken_charge:R:1
C -1.17860 0.84642 -0.95004 -0.12 0.52 0.09 -0.962
H 1.20242 -0.77810 -1.45910 -0.03 -0.19 0.21 0.273
O 1.38995 0.91075 0.51189 0.18 0.19 -0.16 -0.461
C 0.14374 0.66359 1.13604 -0.15 -0.21 0.08 -0.014
H -0.39772 -1.08138 -0.74620 0.76 -0.57 -0.18 0.418
H 0.11666 0.88539 2.20641 0.06 -0.02 -0.27 0.441
H 1.58982 -0.98741 1.44013 0.04 0.17 -0.14 0.419
H 0.92535 -2.27422 -0.52578 0.11 0.08 0.14 0.348
H -2.01725 0.94638 0.97520 0.10 -0.07 -0.05 0.286
C 1.03987 -0.45135 0.66546 -0.28 -0.16 0.19 0.226
H -2.11937 0.78794 -1.48454 -0.05 0.33 0.14 0.276
C 0.69352 -1.21162 -0.58947 -0.37 -0.01 0.05 -1.371
H -0.28088 0.84334 -1.56059 -0.20 0.06 0.13 0.337
C -1.10751 0.90026 0.38058 -0.05 -0.12 -0.23 -0.216
```
Forces are in eV/Å.

The LUMO energy comes out at 0.043 hartree. The largest force on an atom is 0.96 eV/A. The molar mass is 84.118 g mol⁻¹. As for the energy relative to the best compared isomer or geometry (same formula, charge and spin): 2.238 eV. The structure (SMILES) is C=C[C@@H]1O[C@@H]1C. The calculation puts the HOMO-LUMO gap at 10.66 eV. The calculation puts the energy at -7360.01714 eV.

Density functional theory data (ωB97M-V with the def2-TZVPD basis set) for a 12-piece molecular cluster, C52H56Br2F11N4O43 overall.

Structure (XYZ):
```
168
Properties=species:S:1:pos:R:3:forces:R:3:mulliken_charge:R:1
H -4.89914 -2.92217 1.78936 0.19 -0.17 -0.12 -0.331
O 9.56535 5.19886 -6.84352 -0.84 -0.45 0.30 -0.301
C 0.14973 -2.43735 1.37469 -0.37 -2.94 0.94 -0.645
C -8.90410 0.43602 -1.00444 0.89 -0.81 -0.66 -0.401
H 4.65674 -2.48149 2.41938 -0.56 0.97 -2.31 0.289
H -10.40783 1.69299 -1.96260 -0.15 -0.14 0.04 0.284
H -8.87260 -0.55140 -0.53179 -0.28 0.10 -0.06 0.255
C 3.87124 4.16130 6.97577 0.62 -0.47 -0.12 0.330
C -5.43136 -3.74815 1.30573 -0.59 1.08 -0.26 0.354
C -9.15681 -6.76469 -4.17699 -3.19 1.37 0.06 0.597
F 8.05852 1.08469 -0.67661 -0.09 -0.25 0.21 -0.314
H 4.70748 -7.20124 0.65948 -0.02 0.23 0.17 0.293
O -9.18923 2.78188 1.44683 -0.19 -2.09 -2.23 -0.542
O 1.52695 -3.86249 -3.07797 0.43 1.70 -1.65 -0.485
H 4.49447 4.99290 6.63000 0.06 -0.21 -0.04 0.263
C 0.51778 5.51732 -1.55476 0.61 -0.96 1.20 -0.197
O 0.22014 9.25607 2.99630 -0.23 -0.14 -1.14 -0.309
O 4.14136 2.37584 -2.05151 -0.96 -3.01 3.10 -0.349
H 0.36609 -3.48716 0.84890 -0.64 2.26 1.08 -0.025
F 3.86203 -1.79213 -6.23620 0.00 -0.13 -0.12 -0.295
O 2.78876 3.98066 6.09118 -0.25 0.61 0.28 -0.186
H -1.87430 -2.56560 -2.45671 1.06 0.30 2.37 0.618
H -5.16608 -1.15328 0.12743 0.80 1.85 0.99 -0.088
H -2.62622 -0.11468 0.32783 -1.01 -0.22 1.71 -0.179
O 0.76528 5.03345 6.00836 2.47 -0.81 1.41 -0.542
N -1.05283 -0.26848 -3.47438 -5.38 2.23 3.70 -0.646
Br -0.34093 6.37492 -3.16950 0.97 -0.18 1.31 -0.105
C 7.40230 2.72791 -2.21160 -0.71 -0.48 -1.11 -0.243
H 2.30831 0.07061 4.81194 1.09 1.78 -1.33 0.289
H 1.10719 -0.88974 -6.07497 -0.01 -0.09 0.29 0.280
C 8.91389 5.47954 -4.67840 -0.29 0.37 1.29 -0.368
H 4.16346 -8.04591 2.12704 -0.21 0.07 -0.18 0.296
H -0.54441 -5.62389 -3.50658 -0.21 0.15 0.09 0.157
O -8.73912 -7.89519 -4.81275 0.12 0.87 0.16 -0.306
H -6.94093 -7.37628 -5.66223 0.01 -0.20 0.01 0.314
O 2.02014 5.06411 7.92024 -0.29 -0.13 -1.27 -0.298
C 1.80945 0.83895 -0.58108 -2.75 -2.10 -0.43 -0.572
H -6.34193 1.05137 1.41940 0.74 -1.58 0.36 0.307
H 2.26510 -2.93212 -6.66747 0.22 0.04 0.01 0.290
C 9.29340 6.22259 -5.91353 0.68 0.59 -0.13 0.330
H -3.67161 1.82421 5.55043 -0.19 0.03 0.09 0.296
O -8.31469 1.38752 -0.14120 -0.45 0.61 0.49 -0.193
F 4.93712 -5.24796 2.17639 0.11 0.26 0.18 -0.290
H 6.37018 2.55278 -2.52694 0.29 0.24 -0.01 0.079
H -3.24553 0.95000 1.78061 -0.13 -1.77 -1.08 0.315
H 3.34504 -6.00454 3.14004 0.15 0.14 -0.05 0.304
C -0.40066 -1.39361 -0.99077 0.74 1.43 -1.09 0.075
C -10.29203 0.95672 -1.16010 -0.92 -0.45 -0.23 0.275
O -3.31012 1.52954 7.55215 0.88 -0.47 -0.40 -0.301
H 0.69037 3.39028 -0.75376 -0.56 0.64 -2.15 0.086
O -1.20862 1.07890 8.32047 -2.22 -0.74 -1.82 -0.548
O 7.70981 4.10746 -2.22698 0.55 0.41 0.89 -0.268
C -2.17435 -7.02883 -3.66914 0.36 -1.12 0.16 0.274
H 3.98368 0.69578 4.13320 -2.34 0.42 -0.10 0.324
H -2.48988 -2.32282 -0.64354 1.98 -0.44 -1.38 -0.065
O -3.12048 -1.13034 2.25756 2.31 0.72 -1.01 -0.177
H 3.81730 5.02050 8.95462 -0.25 0.02 -0.13 0.292
H -6.11103 -6.54445 -3.54504 -0.43 0.05 0.00 -0.405
H -7.05902 -7.72478 -2.61165 -0.06 -0.20 -0.25 0.226
H 2.47153 5.61039 -0.24134 -1.03 0.67 -2.31 0.178
C -4.51136 -4.78837 0.76422 0.33 -0.22 -0.07 0.232
H -1.99940 -7.10943 -4.74729 -0.04 -0.17 0.12 0.343
C 3.21080 4.39853 8.29077 0.31 0.15 1.28 -0.449
C 2.11513 -6.17615 0.70119 -2.45 -0.31 -1.71 0.434
O 1.35647 2.00251 2.38175 4.18 -7.28 0.84 -0.519
O 2.67117 -7.41941 0.83004 -0.86 1.27 -0.16 -0.315
O 8.28882 4.32249 -5.19655 0.13 -0.32 -1.01 -0.187
O -6.16625 -4.46469 2.27756 0.50 -0.92 0.23 -0.339
C 1.76864 -1.30032 -5.30732 -0.36 1.22 -0.60 -0.345
C -7.05852 -7.08840 -3.50294 1.09 0.36 0.70 0.335
C 7.62905 2.36201 -0.78458 0.26 -0.66 0.31 0.442
C 2.83533 0.93412 4.19033 -0.27 -0.67 -0.18 -0.658
O -5.67305 -6.31031 3.53507 0.81 2.06 -2.29 -0.544
H 8.22566 6.04726 -4.04640 0.05 -0.26 -0.12 0.271
F -5.28139 1.16372 6.55448 -0.07 0.17 -0.12 -0.284
O -3.45436 0.65621 -2.54860 9.05 -4.25 -6.14 -0.434
O -5.90988 0.17529 1.64772 0.95 0.87 -1.72 -0.515
H 8.07351 2.19885 -2.89640 0.01 -0.07 0.25 0.265
C -3.94433 1.13500 6.35674 -0.99 0.37 0.11 0.324
H 2.01730 9.21246 4.03068 -0.25 0.04 -0.13 0.272
F -11.17039 -0.05612 -1.33421 -0.13 0.05 -0.16 -0.280
C -2.34589 0.17736 -3.17924 -1.33 1.84 5.61 0.546
O 2.93316 -3.17428 -4.73888 -1.15 -0.13 0.55 -0.324
H 2.69447 9.18486 1.70606 0.07 -0.21 -0.04 0.208
C -1.55271 -2.55818 -1.32594 0.28 0.47 1.10 -0.577
N 0.40628 -1.38037 0.32437 1.03 3.50 -2.83 1.738
C 3.81537 -0.53157 1.55691 6.44 3.77 -0.88 0.476
O 2.85084 1.89294 -0.42347 -4.01 -2.27 0.56 -0.014
H -6.09281 -3.33756 0.53807 -0.08 -0.17 0.21 0.256
F 2.79686 7.21283 2.07536 0.34 -0.23 -0.15 -0.246
F 4.59686 3.02087 6.99930 0.27 -0.15 -0.18 -0.294
C 2.04404 6.04308 -1.26468 -0.08 0.27 -0.40 -0.722
O -1.03472 9.22541 1.08442 2.56 -0.92 1.52 -0.531
H 2.68718 1.95891 4.76463 0.08 -2.17 -1.69 0.065
H -1.17294 -3.62495 -1.01683 -0.52 2.22 -0.55 -0.098
O -1.23149 -2.50822 1.87218 1.89 2.33 -0.55 -0.005
O -8.15298 -6.19599 -3.44188 -0.80 -0.22 -0.58 -0.259
H 1.15961 7.66092 3.88856 0.15 -0.06 -0.21 0.249
H -1.15377 -0.29060 2.15194 -0.46 -1.98 0.63 0.125
C -1.49492 -5.86899 -3.02507 1.42 0.25 0.27 -0.248
C 0.40874 3.87690 -1.78506 0.77 1.81 1.56 -0.029
C 1.13580 2.01842 -3.17094 0.33 -0.44 -6.47 -0.026
C -2.14936 0.81685 7.58957 2.50 0.63 2.13 0.645
O -10.28614 -6.31105 -4.25875 2.82 -1.12 0.27 -0.539
C -9.34216 1.97828 0.54201 0.25 2.18 2.68 0.599
C -3.65319 -5.42920 -3.35736 -2.25 1.51 -0.03 0.593
H 2.95961 3.46896 8.81250 0.15 -0.03 -0.23 0.295
H 0.85453 -2.39832 2.30761 -0.92 0.69 -2.15 0.390
H -8.36928 0.38630 -1.95675 0.02 0.15 0.21 0.303
H -1.31758 -6.02249 -1.95531 -0.05 -0.25 -0.13 0.171
O 9.07926 5.39846 -0.92742 -1.31 -2.58 -0.70 -0.544
F -1.83386 -8.18651 -3.05962 -0.02 -0.06 -0.18 -0.288
C 1.77164 4.71678 6.62059 -3.10 1.03 -1.03 0.573
C -0.20293 -0.26023 -2.19022 2.05 0.96 2.96 -0.177
F -6.86788 -9.11599 -4.66032 0.17 -0.21 -0.21 -0.288
H -5.02267 0.68873 -0.25568 0.80 -1.62 1.73 0.461
O -3.54160 -6.78539 -3.42783 -0.06 1.15 -0.23 -0.283
O 1.06254 -5.95381 0.12632 2.31 -0.24 1.28 -0.429
O 8.67641 3.21768 -0.38740 -0.53 0.65 -0.41 -0.309
N 2.35036 -0.27890 1.83053 -0.79 1.06 -1.80 0.797
H -3.43934 -0.54304 5.09733 0.11 0.03 0.14 -0.248
O 0.98876 8.17263 1.16724 -0.17 0.56 0.32 -0.184
O -2.43472 -4.82767 -3.19935 -1.32 -0.21 -0.32 -0.052
O 8.52196 3.19576 -7.17317 0.60 2.24 1.80 -0.548
C 8.77358 4.15651 -6.46498 -0.60 -2.68 -1.77 0.577
H 9.78107 5.18537 -4.07768 0.04 0.22 -0.20 0.230
C 2.68864 -2.34054 -5.84883 0.86 0.25 -0.66 0.240
H -4.93490 -5.37995 -0.05442 0.21 0.06 -0.04 0.146
H 8.50570 6.87544 -6.30447 0.20 0.06 -0.01 0.284
N 3.82921 1.47112 -1.28832 2.46 2.55 -4.14 0.021
C 1.41080 8.59049 3.36683 0.28 0.16 1.26 -0.341
C -5.39021 -5.53140 2.63999 -1.24 -1.98 2.90 0.513
C -4.89038 -0.11615 0.60209 -0.38 0.21 0.22 -0.452
H -0.10857 5.74472 -0.57090 1.02 -0.44 -2.41 0.422
C 4.49417 -2.03739 1.32316 -0.53 0.07 1.11 -0.877
O 1.15601 1.62480 -4.47493 -0.01 2.48 9.37 -0.487
H -1.58309 -1.32571 3.72772 0.11 -0.26 -2.54 0.157
F -3.33797 -4.23996 0.37684 0.47 0.01 -0.37 -0.067
Br -1.54023 3.50031 -2.13648 1.37 -0.46 0.25 -0.036
H 6.75965 2.51921 -0.13731 0.11 -0.18 0.08 0.298
C -3.35269 -0.08527 1.24578 -1.32 1.27 -0.69 0.325
C 8.53741 4.33085 -1.16084 1.51 2.90 0.41 0.614
H 5.58598 -1.97161 0.86106 -2.70 0.32 0.81 0.369
C 1.49622 -0.31863 0.58488 -0.07 1.70 -3.53 -0.694
O 2.87653 -5.21780 1.29996 -0.60 -0.52 -0.07 -0.111
C 0.93930 0.89964 -1.98584 -1.14 -2.66 2.38 1.350
C 3.93471 -7.23100 1.43494 0.77 -1.11 0.13 -0.466
O 1.30912 3.45586 -2.87905 -2.19 -3.97 0.96 -0.051
C 2.10970 0.94357 2.68338 -2.09 5.86 1.20 0.641
C 2.07124 8.35326 2.05183 0.48 -0.40 -0.20 0.295
C -1.65449 -1.27193 2.54574 -2.06 0.88 0.53 -0.149
H 2.74847 5.79689 -2.18700 -1.48 0.45 2.09 0.312
O 4.70939 0.49583 1.53231 -6.40 -6.18 0.51 -0.550
H -4.06789 -0.99869 6.69746 -0.11 0.27 -0.01 0.258
O -4.70988 -4.82457 -3.43288 2.41 -1.20 0.31 -0.644
C -3.46676 -0.26227 6.15364 -0.27 -1.04 -0.76 0.177
O -10.55701 1.56544 0.08333 1.03 0.39 -0.08 -0.282
H 2.30086 -0.47435 -4.82368 0.09 -0.22 -0.22 0.165
C -0.02836 8.90874 1.69665 -3.25 1.12 -1.21 0.578
O -2.16448 -0.22392 6.70186 0.33 0.74 0.55 -0.309
H 1.99643 7.20877 -1.12590 0.02 -2.35 -0.38 0.272
H 3.79457 -2.77278 0.74030 1.33 1.50 1.08 0.171
F 10.42668 6.93372 -5.71948 0.03 0.24 -0.10 -0.282
C -7.33147 -7.84958 -4.75505 0.11 -0.77 -0.16 0.336
C 3.76751 -5.92455 2.13275 0.68 0.36 0.40 0.268
C 1.80979 -3.08358 -3.97305 -0.48 -1.42 1.79 0.476
O -4.26684 -5.62210 1.87416 -0.67 0.14 -0.16 -0.279
O 1.03375 -2.01686 -4.33548 0.42 -1.28 0.63 0.007
```
Forces are in eV/Å.

The LUMO energy comes out at -0.218 hartree. The largest force on an atom is 11.73 eV/A. The molar mass is 1793.791 g mol⁻¹. The net charge is +1. The calculation puts the HOMO-LUMO gap at 6.10 eV. The calculation puts the energy at -318783.01698 eV.